# 1
{
  "formula": "C6H8N2",
  "method": "ωB97M-V/def2-TZVPD",
  "species": ["C", "C", "C", "N", "C", "C", "C", "N", "H", "H", "H", "H", "H", "H", "H", "H"],
  "coordinates": [[-2.01824, 1.28588, -0.46595], [-0.65351, 0.78995, -0.14035], [-0.31466, -0.48864, 0.17198], [-1.22585, -1.53572, 0.23368], [1.07916, -0.83588, 0.31753], [2.06416, -0.05764, -0.18006], [3.41463, -0.17901, 0.16485], [4.53013, -0.21836, 0.45972], [-2.41056, 1.91809, 0.33523], [-1.97617, 1.89742, -1.36743], [-2.72119, 0.47930, -0.65038], [0.08400, 1.57098, -0.04834], [-0.88822, -2.36032, 0.69820], [-2.16325, -1.28567, 0.49871], [1.32610, -1.72837, 0.87618], [1.87348, 0.74801, -0.90357]],
  "atomic_forces_ev_per_a": [[-0.078, -0.090, 0.075], [-0.076, -0.593, 0.547], [-0.575, 1.209, -0.918], [-0.089, -0.134, -0.087], [1.004, 0.686, -0.058], [-1.174, 0.032, -0.573], [1.529, -0.421, 0.452], [-0.417, -0.015, -0.142], [-0.067, -0.003, -0.028], [-0.071, 0.056, -0.041], [-0.153, -0.065, -0.041], [0.289, -0.151, -0.073], [-0.083, -0.087, 0.043], [-0.007, -0.059, 0.072], [0.150, 0.008, 0.241], [-0.183, -0.374, 0.532]],
  "e_lumo_ev": [-0.113, -0.113],
  "smiles": "C/C=C(N)/C=C/C#N",
  "orbital_gap_ev": [8.14, 8.14],
  "e_tot_ha": -342.8907,
  "relative_energy_kcal_mol": 27.1,
  "total_charge": 0
}


# 2
{
  "formula": "C6H8N2",
  "method": "ωB97M-V/def2-TZVPD",
  "species": ["C", "C", "C", "C", "C", "C", "H", "H", "H", "H", "H", "H", "H", "H", "N", "N"],
  "coordinates": [[-1.88962, -0.65133, -0.27076], [-0.90979, 0.14281, 0.42583], [0.17619, -0.83256, 0.97836], [1.40447, -0.84398, -0.23096], [0.12575, 0.91229, -0.42944], [-1.09372, 1.66732, 0.13167], [0.63520, -0.75527, 2.05554], [-0.22250, -1.91784, 1.03992], [1.82123, -2.07199, -0.67183], [2.47829, -0.27894, 0.14554], [1.49371, 0.45602, -1.80894], [0.99330, 1.17447, 0.21881], [-0.75393, 2.47922, 0.76241], [-2.09099, 1.71199, -0.46466], [-2.90344, -1.10063, -0.64118], [0.73585, -0.09158, -1.24030]],
  "atomic_forces_ev_per_a": [[-2.645, 0.162, -0.624], [2.464, -0.644, 0.911], [1.744, -2.651, 1.797], [2.383, -2.852, 1.642], [-0.411, 0.823, 1.370], [-0.858, -1.617, -2.373], [-0.841, 0.655, -2.128], [0.300, 1.814, -0.385], [-1.581, 3.901, 1.476], [-2.992, -1.507, -0.648], [-1.758, -1.742, 0.843], [-1.051, 0.757, 0.407], [-0.475, -0.151, 0.147], [1.987, 0.489, 1.194], [2.088, 0.405, 0.403], [1.648, 2.158, -4.032]],
  "e_lumo_ev": 0.634,
  "orbital_gap_ev": 10.00,
  "e_tot_ha": -342.7020,
  "relative_energy_kcal_mol": 145.5,
  "total_charge": 0
}


# 3
{
  "formula": "C6H8N2",
  "method": "ωB97M-V/def2-TZVPD",
  "species": ["C", "C", "C", "C", "C", "C", "N", "N", "H", "H", "H", "H", "H", "H", "H", "H"],
  "coordinates": [[-0.36615, -0.68417, -1.12653], [-0.05062, -0.11141, 0.43898], [0.63028, 1.18186, 0.38230], [0.36741, -0.63698, -2.22284], [-0.11231, -0.93856, 1.48518], [1.63740, 1.55090, 1.16700], [-1.58894, -0.30932, -0.74756], [-2.55820, -1.07412, -0.46903], [-3.31071, -0.48707, -0.08511], [0.30823, 1.84579, -0.41330], [1.43523, -0.77839, -2.16459], [-0.08983, -0.50606, -3.19442], [-0.69451, -1.84635, 1.44258], [0.32029, -0.66838, 2.43522], [2.02227, 0.91535, 1.95298], [2.05016, 2.54692, 1.11915]],
  "atomic_forces_ev_per_a": [[0.473, 1.611, 2.805], [2.759, -1.990, -0.990], [0.288, 0.293, -0.068], [0.037, -0.481, 0.112], [-0.278, 0.450, -0.401], [-0.347, 0.065, 0.258], [-4.320, -0.082, -0.952], [1.111, 0.191, -0.582], [0.275, 0.099, -0.139], [-0.124, 0.029, 0.077], [0.065, 0.212, 0.047], [-0.072, -0.261, 0.015], [0.168, -0.251, -0.132], [-0.176, 0.203, 0.184], [0.032, -0.132, -0.038], [0.110, 0.046, -0.196]],
  "e_lumo_ev": 0.171,
  "orbital_gap_ev": 8.76,
  "e_tot_ha": -342.7392,
  "relative_energy_kcal_mol": 122.2,
  "total_charge": 0
}